Computed, not measured: a 15-piece molecular cluster, C60H165N15O15 overall, with ωB97M-V/def2-TZVPD.

Each line ends with the Löwdin charge.
Geometry (Å):
C  14.6263  11.4663  17.1532  -0.0440
C  14.0319  12.5536  16.2223  -0.4919
C  13.1382  11.9136  15.2105  -0.2122
O  12.6623  12.8771  14.2918  -0.1955
C  11.5070  12.5658  13.5795  -0.1134
N  13.3929  13.5081  17.0042  0.0500
H  14.9474  10.5873  16.6269  0.0645
H  13.7943  11.1845  17.8421  0.0878
H  15.4763  11.9398  17.7128  0.0739
H  14.9025  13.0448  15.6625  0.1537
H  12.2792  11.3824  15.6768  0.1398
H  13.7081  11.1955  14.6787  0.1130
H  11.0108  13.4769  13.2214  0.0694
H  10.7704  12.0823  14.2192  0.0871
H  11.7114  11.9523  12.6987  0.0918
H  13.0415  14.2319  16.4524  0.0456
H  12.6200  13.0879  17.5529  0.1172
C  7.6159  20.2820  11.3180  -0.0702
C  9.0515  20.4328  10.8414  -0.4336
C  9.6213  21.9061  11.0888  -0.1531
O  8.8402  22.7781  10.2538  -0.2128
C  9.5186  23.3336  9.1542  -0.1300
N  10.0167  19.5031  11.4371  0.0440
H  7.1561  21.0771  10.6724  0.0900
H  7.5517  20.3979  12.4567  0.0902
H  7.3296  19.2733  11.0649  0.0616
H  9.0212  20.2311  9.7383  0.1397
H  10.6955  21.9369  10.8396  0.1139
H  9.4226  22.1594  12.1217  0.1145
H  8.7676  23.3992  8.3656  0.0828
H  10.3106  22.7129  8.7059  0.0809
H  10.0554  24.3070  9.4013  0.1041
H  9.6522  18.5618  11.6450  0.0654
H  10.2573  19.8769  12.3001  0.0198
C  13.7839  15.2585  20.6439  -0.0416
C  12.5953  16.0638  20.0303  -0.3930
C  12.3947  17.3154  20.7872  -0.2522
O  13.5615  18.0922  20.7968  -0.1797
C  13.2952  19.2176  21.5995  -0.0978
N  12.9034  16.3962  18.6156  0.0632
H  13.6104  14.8137  21.6525  0.0912
H  14.6441  15.8775  20.7238  0.0421
H  14.0018  14.4518  19.9312  0.0549
H  11.6621  15.4702  20.1311  0.1382
H  12.0020  17.1305  21.7378  0.1106
H  11.6465  17.9557  20.2606  0.1225
H  13.1101  18.9731  22.6331  0.0934
H  12.6295  19.9214  21.0967  0.0687
H  14.2256  19.8008  21.5945  0.0865
H  13.4864  15.6572  18.1803  0.0405
H  13.2627  17.3640  18.6091  0.0707
C  19.1559  19.5282  15.0806  -0.0703
C  18.8365  20.8433  14.4710  -0.4494
C  18.0674  20.6152  13.1502  -0.2150
O  18.7307  19.5908  12.4649  -0.2046
C  18.1776  19.3081  11.1196  -0.0391
N  17.9822  21.6229  15.2690  0.0368
H  19.5067  19.7207  16.1782  0.1110
H  19.9835  19.0462  14.6296  0.0586
H  18.3764  18.8024  15.1835  0.0584
H  19.6922  21.4348  14.1743  0.1402
H  18.0733  21.5194  12.4633  0.1433
H  17.0057  20.3045  13.3567  0.1077
H  18.5720  18.3458  10.9055  0.0692
H  18.5469  20.0465  10.3840  0.0964
H  17.0973  19.3614  11.1465  0.0520
H  16.9461  21.3644  15.2707  0.0773
H  18.2180  21.7360  16.2431  0.0513
C  17.3550  14.9640  12.5977  -0.0541
C  16.4038  16.1429  12.6621  -0.3821
C  15.8448  16.6430  11.2995  -0.1931
O  14.9645  17.6661  11.6881  -0.2473
C  14.3239  18.2869  10.5657  -0.0729
N  15.2943  15.8052  13.6029  0.0559
H  17.6321  14.7755  13.6032  0.0372
H  18.2181  15.2469  11.9917  0.0795
H  17.0020  13.9563  12.2935  0.0914
H  16.8837  16.9940  13.1125  0.1274
H  15.2462  15.9547  10.7011  0.1296
H  16.7552  17.0087  10.7861  0.1097
H  13.9128  17.5316  9.9685  0.0698
H  15.0768  18.8131  10.0005  0.0752
H  13.5777  18.9691  10.9811  0.0916
H  14.6602  15.0763  13.2516  0.0717
H  14.6658  16.6039  13.6399  0.0350
C  14.0903  27.8533  21.7557  -0.0678
C  13.0698  28.5598  20.9189  -0.4663
C  13.2104  28.2093  19.4925  -0.2720
O  13.0686  26.8506  19.3416  -0.2187
C  13.1112  26.5026  17.9580  -0.0666
N  11.7615  28.4055  21.5469  0.0491
H  14.1575  28.2960  22.7731  0.0915
H  15.0103  28.0964  21.2195  0.0779
H  13.9974  26.7358  21.8320  0.0833
H  13.3655  29.6539  20.9751  0.1559
H  14.2036  28.5044  19.0562  0.1420
H  12.5086  28.7284  18.8698  0.1142
H  12.3771  27.1181  17.4801  0.0861
H  13.0404  25.4528  17.8837  0.0647
H  14.0731  26.8064  17.4897  0.0916
H  11.0216  28.7955  20.9867  0.0635
H  11.4933  27.4269  21.6757  0.0754
C  19.8602  20.4993  26.8852  -0.0358
C  19.4947  21.5878  25.8372  -0.4536
C  19.8408  21.1352  24.4252  -0.1749
O  19.4369  22.1434  23.4500  -0.2258
C  20.3795  23.1322  23.2189  -0.1345
N  18.1181  21.9509  25.9413  0.0548
H  20.6544  19.8372  26.5749  0.0669
H  19.0037  19.8616  26.9076  0.0586
H  20.0644  20.9422  27.8819  0.0888
H  20.0247  22.5446  26.0185  0.1327
H  19.2868  20.2272  24.1736  0.1096
H  20.9200  20.7939  24.2576  0.1440
H  21.2223  22.8055  22.6141  0.0835
H  20.7453  23.5271  24.1673  0.0816
H  19.9069  23.9590  22.6507  0.0906
H  17.9133  22.6553  25.2453  0.0798
H  17.5425  21.1754  25.9515  0.0407
C  17.5135  24.6958  19.8900  -0.0721
C  16.6193  24.2026  20.9855  -0.4331
C  15.2103  24.4264  20.3490  -0.1912
O  14.2254  24.0451  21.3637  -0.2044
C  12.8601  24.1238  20.8870  -0.0796
N  16.8188  22.8042  21.3091  0.0666
H  18.5457  24.7086  20.1949  0.0600
H  17.2504  25.7643  19.6072  0.1088
H  17.5158  23.9963  19.0756  0.0666
H  16.6356  24.8213  21.8715  0.1325
H  15.1076  23.8930  19.3764  0.1172
H  15.1528  25.4821  20.0421  0.0974
H  12.7046  23.3750  20.1159  0.0768
H  12.5973  25.1626  20.6363  0.0635
H  12.3046  23.9258  21.8052  0.0860
H  17.7873  22.5452  21.4581  0.0599
H  16.2178  22.4600  22.0273  0.0688
C  17.7497  15.4318  19.3848  -0.0459
C  17.0853  15.5278  17.9603  -0.4037
C  18.2205  15.5751  16.9358  -0.2000
O  18.8333  16.8584  17.0638  -0.2262
C  20.2371  16.8992  16.8236  -0.1036
N  16.2328  14.3690  17.6698  0.0496
H  18.5411  16.2103  19.4536  0.0499
H  18.2438  14.4524  19.4966  0.0799
H  17.0761  15.5357  20.2669  0.0645
H  16.4996  16.5345  17.9663  0.1403
H  17.8135  15.3527  15.8793  0.1292
H  18.9566  14.7992  17.1660  0.1161
H  20.5595  17.8140  17.2695  0.0459
H  20.4860  16.9312  15.7137  0.1011
H  20.7094  15.9775  17.2090  0.0934
H  15.8683  14.4238  16.7315  0.0298
H  15.3488  14.2106  18.2307  0.0589
C  7.7364  21.3904  16.2368  -0.0325
C  9.0918  20.6225  16.1998  -0.3953
C  9.5540  20.1658  17.5820  -0.2555
O  9.8734  21.1678  18.4739  -0.1621
C  10.5110  20.5239  19.5563  -0.1231
N  9.0667  19.4248  15.3519  0.0706
H  7.2211  21.3505  15.2581  0.0655
H  7.6541  22.3937  16.6209  0.0676
H  7.1110  20.6538  16.8274  0.0922
H  9.8365  21.2597  15.7644  0.0870
H  10.4146  19.5428  17.4559  0.1011
H  8.7720  19.5536  18.0253  0.1279
H  9.9455  19.7826  20.1023  0.0845
H  10.6958  21.3767  20.2480  0.0978
H  11.4856  20.1115  19.1488  0.0845
H  9.6027  18.6585  15.6768  0.0013
H  8.1958  19.1532  14.9555  0.0567
C  14.4876  26.2491  14.3246  -0.0616
C  14.8278  24.9153  15.0079  -0.3894
C  13.7822  23.7803  15.1528  -0.2377
O  12.6295  24.1037  15.8152  -0.1529
C  11.7807  22.9551  15.9463  -0.0755
N  16.0120  24.2833  14.3435  0.0478
H  15.3020  26.9961  14.1560  0.0865
H  13.6880  26.7880  14.8329  0.0623
H  14.0894  25.9972  13.3367  0.0655
H  15.1683  25.2227  16.0529  0.1284
H  14.3520  23.1181  15.7942  0.1011
H  13.7089  23.2462  14.1963  0.1122
H  11.5949  22.5751  14.9653  0.0709
H  10.8395  23.1821  16.4032  0.0809
H  12.2139  22.0643  16.4237  0.0887
H  16.8149  24.8828  14.3645  0.0646
H  16.3108  23.4429  14.7825  0.0140
C  20.9645  19.1048  20.0705  -0.0585
C  20.6334  18.3231  21.3712  -0.4872
C  19.1405  18.4476  21.5664  -0.1987
O  18.7639  17.9203  22.8488  -0.2082
C  17.3903  17.8724  23.0687  -0.1358
N  21.1509  17.0253  21.2711  0.0391
H  20.4856  18.5251  19.1870  0.0766
H  22.1050  19.1057  19.9929  0.1029
H  20.4641  20.0641  20.0985  0.0537
H  21.2608  18.8127  22.1993  0.1596
H  18.5729  17.9633  20.7755  0.1109
H  18.9076  19.5171  21.6061  0.1152
H  17.2747  17.6344  24.1815  0.1081
H  16.7811  17.1072  22.4862  0.0945
H  16.9985  18.8731  22.9037  0.0708
H  20.4322  16.4457  20.8382  0.0715
H  21.4836  16.5835  22.1338  0.0903
C  15.4634  22.4085  9.4607  -0.0384
C  14.3871  22.3379  10.5502  -0.4275
C  14.8408  21.6339  11.8103  -0.1947
O  13.7312  21.3422  12.6944  -0.1948
C  14.1911  20.4910  13.7105  -0.1423
N  13.8357  23.6849  10.8075  0.0634
H  15.7115  21.3709  9.2009  0.0716
H  16.3116  22.9825  9.7738  0.0721
H  14.9574  22.8425  8.6060  0.0767
H  13.5964  21.7217  10.2502  0.1097
H  15.4907  22.3343  12.3748  0.1225
H  15.2571  20.6630  11.5940  0.0838
H  13.5380  20.4022  14.5673  0.0773
H  15.2082  20.7577  14.0785  0.0587
H  14.2936  19.4066  13.3921  0.0857
H  13.1724  23.5630  11.5531  0.0545
H  14.5193  24.3948  10.9851  0.0616
C  14.6660  21.0164  18.4602  -0.0372
C  15.8752  20.1279  18.4440  -0.4065
C  15.8874  19.3783  17.1353  -0.1714
O  15.0296  18.1986  17.2797  -0.2153
C  14.9515  17.5206  16.0651  -0.1389
N  17.1931  20.8869  18.4291  0.0514
H  14.7590  21.5392  17.4973  0.0716
H  14.8561  21.7731  19.1941  0.0471
H  13.7359  20.5095  18.6527  0.0705
H  15.8177  19.4306  19.2729  0.1286
H  16.9450  19.0715  16.8383  0.1230
H  15.3926  20.0645  16.3996  0.1050
H  14.1824  16.7851  16.1681  0.0564
H  15.9468  17.0953  15.8669  0.0770
H  14.6958  18.2605  15.2716  0.0805
H  17.2849  21.3999  19.3621  0.0640
H  17.9869  20.2382  18.3127  0.0580
C  9.2739  15.7837  16.0802  -0.0720
C  10.4115  16.1084  15.1827  -0.4467
C  9.9906  16.5744  13.7474  -0.1909
O  10.5310  15.8468  12.6741  -0.2122
C  11.9354  15.9209  12.5008  -0.1013
N  11.2949  17.1400  15.7287  0.0461
H  8.7692  14.8740  15.8016  0.0742
H  8.5541  16.5619  16.3062  0.0658
H  9.7482  15.5728  17.1214  0.1078
H  10.9871  15.1579  15.0719  0.1226
H  10.3907  17.6223  13.5682  0.1079
H  8.8833  16.5796  13.6651  0.1315
H  12.2247  16.9418  12.1127  0.1010
H  12.1692  15.2027  11.7021  0.1017
H  12.4708  15.6187  13.3780  0.0495
H  12.1443  17.2418  15.1483  0.0667
H  11.6380  16.8031  16.6448  0.0417

Cartesian forces (eV/Å) of the 3 atoms listed first:
C -0.41 1.34 0.69
C 2.41 -1.43 -1.03
C -1.05 -0.09 -0.49

Output
* net charge: 0
* relative energy (zero: lowest compared OMol25 entry of this formula, charge and spin): 559.2 kJ/mol
* gap between HOMO and LUMO: 9.32 eV
* HOMO level: -0.32089 hartree

***

Computed, not measured: C9H9O6Pd as an isolated structure, with ωB97M-V/def2-TZVPD.

Each line ends with the Löwdin charge.
Geometry (Å):
O  2.0554  -0.4943  -2.0230  0.1756
C  1.0139  -0.3280  -1.4562  -0.3663
Pd  0.7565  0.7432  0.2219  0.8192
C  0.3410  -0.6115  1.5648  -0.0821
O  0.0965  -1.4377  2.3295  0.1919
C  -0.8563  1.0991  -1.0040  -0.1101
O  -1.7891  1.7095  -1.3010  0.2135
C  -0.3397  -0.9382  -1.9042  -0.2444
O  -0.6112  -2.0716  -1.5572  0.1315
C  1.8991  2.1722  0.8589  -0.1122
O  2.5654  3.0211  1.2599  0.1774
H  -0.9297  -0.3109  -2.6365  0.1597
C  -4.1588  -0.8918  2.0069  -0.1326
C  -4.0881  -2.1965  1.1893  -0.1300
C  -2.7774  -2.0914  0.3992  -0.1902
O  -2.2562  -0.7595  0.5077  -0.2425
C  -3.0691  0.0110  1.4074  -0.1886
H  -5.1432  -0.4215  1.9501  0.1169
H  -3.9318  -1.0920  3.0588  0.1146
H  -4.9286  -2.2613  0.4907  0.1161
H  -4.0925  -3.0876  1.8207  0.1175
H  -2.0147  -2.7799  0.7912  0.1185
H  -2.9082  -2.3171  -0.6657  0.1157
H  -3.5130  0.8428  0.8392  0.1168
H  -2.4245  0.4470  2.1846  0.1140

Cartesian forces (eV/Å) of the 3 atoms listed first:
O -1.94 0.34 0.64
C 3.49 -2.49 -2.64
Pd 0.28 0.53 0.41

Output
* net charge: +1
* relative energy (zero: lowest compared OMol25 entry of this formula, charge and spin): 43.6 kJ/mol
* 2S+1: 3
* gap between HOMO and LUMO (alpha / beta): 7.43 / 5.06 eV
* HOMO level (alpha / beta): -0.46207 / -0.48659 hartree

***

Computed, not measured: an isolated molecule of C7H3Cl, with ωB97M-V/def2-TZVPD.

Each line ends with the Löwdin charge.
Geometry (Å):
C  3.8706  -0.1946  -0.4098  0.1481
C  2.6911  -0.3544  -0.1630  -0.1403
C  1.3697  -0.4896  0.0978  -0.0319
C  0.1743  -0.4219  0.2627  -0.0547
C  -1.2224  -0.4783  0.5354  -0.6567
Cl  -1.8913  -1.9245  -0.3385  0.6192
C  -2.0558  0.6598  -0.0094  -0.1596
C  -2.7936  1.5606  -0.4115  0.1207
H  4.8940  0.0244  -0.3124  0.0271
H  -1.4870  -0.5989  1.5531  0.0945
H  -3.5495  2.2173  -0.8043  0.0336

Cartesian forces (eV/Å) of the 3 atoms listed first:
C -1.86 -0.16 0.91
C 2.37 0.12 -0.56
C -1.77 0.38 -0.02

Output
* net charge: 0
* relative energy (zero: lowest compared OMol25 entry of this formula, charge and spin): 0.0 kJ/mol
* gap between HOMO and LUMO: 9.91 eV
* HOMO level: -0.35822 hartree